Entry 1:
{"formula": "C24H70F2N7O12PbS2", "method": "ωB97M-V/def2-TZVPD", "elements": ["Pb", "N", "S", "O", "O", "F", "S", "O", "O", "F", "O", "H", "H", "O", "H", "H", "C", "C", "C", "O", "C", "N", "H", "H", "H", "H", "H", "H", "H", "H", "H", "H", "H", "C", "C", "C", "O", "C", "N", "H", "H", "H", "H", "H", "H", "H", "H", "H", "H", "H", "C", "C", "C", "O", "C", "N", "H", "H", "H", "H", "H", "H", "H", "H", "H", "H", "H", "C", "C", "C", "O", "C", "N", "H", "H", "H", "H", "H", "H", "H", "H", "H", "H", "H", "C", "C", "C", "O", "C", "N", "H", "H", "H", "H", "H", "H", "H", "H", "H", "H", "H", "C", "C", "C", "O", "C", "N", "H", "H", "H", "H", "H", "H", "H", "H", "H", "H", "H"], "xyz": [[2.810264, 2.295627, 0.176728], [1.081494, 0.639399, 0.510041], [0.573207, -0.608110, -0.176336], [-0.527575, -0.569430, -1.092123], [0.877176, -1.856477, 0.489250], [1.704813, -0.579019, -1.335940], [-0.124736, 0.606334, 1.738491], [0.205832, -0.259051, 2.835896], [-1.417296, 0.781660, 1.178082], [0.199414, 2.057813, 2.273951], [-1.907947, 2.244444, 4.585785], [-2.649664, 2.214553, 3.965555], [-1.516265, 3.113430, 4.456674], [4.151086, -0.049561, 0.342302], [4.711016, -0.585542, 0.920897], [3.418734, -0.641017, 0.099440], [2.103084, 1.655072, -7.236811], [1.099209, 0.628824, -7.744725], [0.674287, -0.366806, -6.655120], [0.182828, 0.361695, -5.528172], [0.050650, -0.418140, -4.342915], [-0.080952, 1.313520, -8.301625], [1.986930, 1.993350, -6.206396], [2.306840, 2.467524, -7.931834], [3.091311, 1.179497, -7.160615], [1.512414, 0.047242, -8.571886], [1.425946, -1.115224, -6.380933], [-0.222259, -0.913983, -6.974656], [-0.731959, -1.161358, -4.507869], [-0.270637, 0.298885, -3.591206], [0.976947, -0.900729, -4.024148], [-0.347533, 1.943676, -7.547546], [-0.872869, 0.703112, -8.458261], [-6.377375, 1.005430, -0.584814], [-5.614244, 1.322507, 0.714425], [-5.378100, 0.027279, 1.504320], [-4.790774, 0.476736, 2.736535], [-4.772919, -0.446338, 3.810642], [-4.378366, 1.967343, 0.340101], [-6.730970, 1.943369, -1.009963], [-7.239346, 0.333310, -0.520855], [-5.765291, 0.464109, -1.312417], [-6.203766, 2.017869, 1.309956], [-4.667498, -0.665292, 1.042627], [-6.299216, -0.499343, 1.772579], [-5.128506, -1.436926, 3.524257], [-5.257720, -0.067360, 4.709582], [-3.720331, -0.593438, 4.080342], [-3.701657, 1.265467, 0.065910], [-3.994771, 2.540428, 1.076781], [-2.664063, -2.672104, -0.210133], [-3.792518, -3.641886, 0.128812], [-4.295498, -3.584585, 1.582967], [-4.921476, -4.801047, 1.876833], [-5.528072, -4.872970, 3.132539], [-4.894722, -3.281632, -0.796935], [-1.747337, -3.033676, 0.269279], [-2.846457, -1.603348, -0.111969], [-2.348902, -2.795242, -1.251024], [-3.425629, -4.647663, -0.074142], [-5.016717, -2.768806, 1.744359], [-3.518991, -3.325630, 2.322407], [-6.400797, -4.225235, 3.284679], [-4.905463, -4.747344, 4.024761], [-5.929684, -5.886431, 3.191851], [-5.048720, -2.292908, -0.908897], [-5.697382, -3.779427, -0.426867], [2.917715, 5.760289, 3.418106], [3.217464, 4.472954, 2.654713], [3.308191, 3.208786, 3.497878], [3.037297, 2.049436, 2.700289], [3.398458, 0.811826, 3.300691], [2.007478, 4.302997, 1.744989], [3.704638, 5.895073, 4.170126], [1.926736, 5.757605, 3.864511], [3.048605, 6.625098, 2.769326], [4.020425, 4.681254, 1.942781], [2.540170, 3.366145, 4.259473], [4.319379, 3.092247, 3.885766], [4.482287, 0.647566, 3.307545], [2.817328, -0.008496, 2.895012], [3.231812, 0.853319, 4.383658], [1.894372, 5.078473, 1.108362], [1.184395, 4.150031, 2.314000], [2.952264, -4.363005, 4.547343], [2.625964, -3.662548, 3.215606], [3.185771, -4.307781, 1.956356], [4.565617, -4.541181, 2.061462], [5.169568, -4.982136, 0.851066], [1.201314, -3.373578, 3.124550], [2.334548, -5.234749, 4.752971], [2.745186, -3.638880, 5.337440], [4.012649, -4.605717, 4.484699], [3.162134, -2.693176, 3.204816], [2.940695, -3.513715, 1.232061], [2.631774, -5.201465, 1.649628], [4.768872, -4.547313, -0.065291], [5.258580, -6.067947, 0.823175], [6.184742, -4.589192, 0.961657], [0.899313, -2.778406, 3.886034], [1.095919, -2.793444, 2.293531], [-0.140005, 3.520382, -3.273602], [0.934725, 2.922375, -2.363070], [2.114526, 2.326762, -3.099594], [3.124826, 1.735086, -2.303756], [4.290448, 1.188828, -2.909497], [1.439991, 3.949178, -1.419543], [-0.340348, 2.912537, -4.155881], [0.187165, 4.515924, -3.587989], [-1.076089, 3.708674, -2.747924], [0.466546, 2.191486, -1.690968], [2.525874, 3.129308, -3.734650], [1.819475, 1.563942, -3.829838], [5.072536, 1.092180, -2.166753], [4.556880, 1.838737, -3.749723], [4.053594, 0.245267, -3.408936], [0.695643, 4.485695, -0.987335], [2.012016, 4.606806, -1.947729]], "forces_ev_per_a": [[0.316, 0.453, 0.180], [-1.822, 2.126, 3.633], [1.005, -6.412, -7.181], [-0.509, 0.640, 1.645], [-0.613, 1.541, 0.087], [1.176, 0.148, 0.342], [0.330, 2.140, 2.785], [-0.441, 0.785, -1.602], [0.300, -0.760, 0.237], [0.310, 0.086, 0.003], [-0.018, 0.014, -0.250], [0.017, -0.103, 0.120], [-0.098, 0.009, 0.068], [-0.217, -0.327, -0.016], [-0.005, 0.125, -0.035], [0.237, -0.042, -0.101], [1.607, -0.695, 0.012], [-0.903, -0.438, -0.124], [-1.038, 0.087, 0.269], [1.140, 0.144, 0.453], [-0.538, 0.560, -0.701], [0.496, 0.860, 0.745], [-0.810, 0.288, -0.221], [-0.565, 0.169, 0.048], [-0.077, -0.282, -0.167], [0.320, -0.004, 0.135], [0.280, 0.283, 0.126], [0.362, -0.329, -0.585], [0.023, -0.200, 0.299], [-0.088, -0.257, 0.266], [0.117, -0.022, -0.121], [-0.465, 0.126, -0.350], [0.134, -0.247, 0.022], [-0.332, -0.234, -0.191], [-0.534, -1.420, -0.965], [0.133, 0.974, 1.562], [-0.221, 0.137, 0.229], [1.217, -0.234, -0.215], [0.286, 0.454, -0.278], [0.144, -0.077, -0.261], [-0.113, 0.229, 0.685], [0.425, 0.426, 0.023], [-0.012, -0.142, 0.179], [-0.165, 0.069, -0.468], [-0.138, -0.012, -0.421], [-0.398, 0.102, 0.071], [-0.418, 0.071, -0.219], [-0.002, -0.071, 0.106], [0.171, 0.153, 0.069], [0.078, -0.261, 0.162], [1.189, -1.115, -0.265], [-0.542, 2.129, -0.445], [0.416, 0.719, 0.394], [0.180, -0.112, 0.064], [-0.965, -0.911, 0.566], [0.246, -1.930, 0.259], [-0.065, 0.692, 0.611], [-0.107, -0.061, 0.572], [-0.587, -0.068, -0.192], [-0.275, -0.113, -0.022], [-0.103, -0.005, -0.532], [0.361, -0.518, -0.157], [0.125, 0.385, -0.449], [0.600, 0.201, -0.380], [0.050, -0.005, 0.068], [-0.066, 0.107, 0.402], [-0.460, 0.495, -0.490], [1.717, -0.173, 0.643], [-2.251, 0.955, -1.744], [0.275, 0.315, -0.600], [-0.082, 0.215, -0.162], [0.603, 0.109, 1.700], [0.998, -1.249, -0.120], [-0.377, 0.084, 0.317], [0.047, -0.033, 0.129], [-0.323, -0.070, -0.184], [0.471, -0.471, 0.389], [0.176, -0.639, 0.391], [-0.107, 0.213, 0.521], [-0.011, -0.075, -0.807], [0.075, 0.082, -0.260], [-0.647, 0.035, -0.106], [-0.128, 0.327, 0.336], [-0.205, 0.180, -0.192], [0.056, 0.668, -0.843], [0.470, 0.271, 1.353], [-1.235, 0.190, -0.186], [-0.529, 0.284, -0.278], [1.219, 0.487, 0.932], [0.028, -0.109, -1.060], [0.059, -0.150, -0.311], [0.270, -0.101, 0.177], [-0.042, -0.183, 0.537], [0.331, -0.092, 0.437], [0.381, -0.342, -0.644], [0.032, -0.148, 0.157], [-0.461, -0.124, 0.096], [-0.400, -0.065, -0.243], [0.112, -0.234, -0.357], [0.145, -0.145, 0.211], [-0.456, -0.229, 0.158], [0.370, 0.224, -0.278], [-0.686, -0.146, 1.108], [0.288, -0.371, -2.123], [-0.367, 0.633, 1.775], [-0.823, 0.277, -1.617], [0.799, -0.070, 0.038], [-0.015, -0.056, 0.037], [0.147, -0.125, -0.300], [0.034, -0.353, 0.179], [-0.010, -0.360, -0.426], [0.311, 0.057, 0.207], [-0.579, 0.115, 0.142], [-0.021, -0.014, 0.023], [0.499, 0.202, 0.309], [0.014, -0.267, 0.472], [-0.201, -0.140, -0.150], [-0.053, 0.098, 0.124]], "e_lumo_ha": -0.1441, "charge": 1}

---

Entry 2:
{"formula": "C24H71N5O9", "method": "ωB97M-V/def2-TZVPD", "elements": ["C", "O", "C", "C", "C", "N", "H", "H", "H", "H", "H", "H", "H", "H", "H", "H", "H", "C", "O", "C", "C", "C", "N", "H", "H", "H", "H", "H", "H", "H", "H", "H", "H", "H", "C", "O", "C", "C", "C", "N", "H", "H", "H", "H", "H", "H", "H", "H", "H", "H", "H", "C", "O", "C", "C", "C", "N", "H", "H", "H", "H", "H", "H", "H", "H", "H", "H", "H", "C", "O", "C", "C", "C", "N", "H", "H", "H", "H", "H", "H", "H", "H", "H", "H", "H", "C", "O", "H", "H", "H", "H", "C", "O", "H", "H", "H", "H", "C", "O", "H", "H", "H", "H", "C", "O", "H", "H", "H", "H"], "xyz": [[3.324114, 0.785396, -3.662752], [4.606734, 0.778016, -3.045152], [4.734304, 1.506646, -1.857652], [5.345624, 2.919946, -2.085592], [6.696864, 2.862986, -2.767412], [5.493044, 3.576346, -0.804812], [3.100484, 1.830046, -3.879102], [2.524414, 0.407536, -3.025722], [3.343934, 0.156416, -4.552742], [3.725784, 1.554756, -1.446952], [5.324144, 0.877356, -1.191182], [4.660754, 3.427046, -2.765212], [7.299484, 2.122316, -2.241702], [7.153414, 3.847956, -2.864892], [6.630574, 2.475466, -3.784042], [5.463054, 4.580906, -0.905062], [4.748024, 3.450856, -0.134512], [-6.451866, -2.909954, -4.507002], [-6.797686, -2.514034, -3.236542], [-5.779736, -1.656324, -2.606812], [-6.344256, -0.955894, -1.345822], [-7.462036, 0.029556, -1.709912], [-5.203986, -0.211244, -0.804282], [-5.631846, -3.626524, -4.460312], [-6.114466, -2.048074, -5.082692], [-7.313636, -3.383814, -4.977032], [-4.921606, -2.235014, -2.265002], [-5.500676, -0.846584, -3.281022], [-6.658476, -1.718254, -0.632952], [-7.979826, 0.386066, -0.819452], [-8.177836, -0.440574, -2.384222], [-6.934056, 0.825126, -2.235652], [-4.720566, 0.328246, -1.508102], [-4.426276, -0.795604, -0.532642], [2.535884, -7.609414, -5.399932], [3.637374, -6.978864, -4.718552], [3.310094, -5.869474, -3.941132], [4.478384, -5.465334, -2.941402], [5.125684, -6.613374, -2.160072], [4.009444, -4.494404, -1.949202], [1.759614, -7.938784, -4.709262], [2.884224, -8.536404, -5.855392], [2.108244, -6.982184, -6.182122], [3.135164, -4.999854, -4.574582], [2.364294, -5.955594, -3.406222], [5.285094, -4.963594, -3.475762], [5.907724, -6.208544, -1.517692], [5.549874, -7.420844, -2.756862], [4.531384, -7.210774, -1.468682], [3.657864, -3.693794, -2.454692], [4.778564, -4.191374, -1.368932], [0.398954, 4.764646, 0.694688], [1.294844, 5.136476, 1.744258], [1.265724, 6.541076, 2.023008], [2.103194, 6.638856, 3.312908], [1.366244, 6.306466, 4.638518], [2.669164, 8.006166, 3.469248], [0.646884, 5.280976, -0.232692], [-0.601496, 4.992146, 1.062708], [0.547794, 3.730356, 0.384538], [1.778964, 6.952796, 1.153998], [0.304844, 7.042786, 2.137428], [3.001834, 6.022716, 3.282768], [1.851274, 6.616876, 5.563988], [1.255264, 5.223446, 4.691928], [0.363604, 6.732476, 4.674988], [3.133874, 8.111146, 4.359818], [1.925774, 8.689126, 3.436988], [-5.797066, 7.231496, 3.238808], [-5.026056, 6.198736, 2.627808], [-5.751356, 5.053816, 2.439968], [-5.724146, 4.128966, 3.685118], [-4.347146, 3.837026, 4.177678], [-6.399726, 2.828936, 3.414438], [-6.495436, 7.725916, 2.563578], [-5.048466, 7.961936, 3.545638], [-6.332126, 6.854946, 4.110598], [-6.777256, 5.286036, 2.154118], [-5.370306, 4.619046, 1.515918], [-6.298876, 4.569536, 4.499788], [-3.775816, 3.446856, 3.335388], [-4.444256, 3.216916, 5.068828], [-3.787256, 4.682576, 4.577278], [-7.143186, 3.093806, 2.784188], [-5.761686, 2.342806, 2.800688], [0.275424, -1.242384, 1.858748], [-0.498286, -1.642194, 0.755518], [-0.191706, -0.383924, 2.341388], [0.502164, -2.027274, 2.580278], [1.231404, -0.885034, 1.475988], [-0.311726, -2.564554, 0.565658], [-2.964006, -7.952134, -1.503682], [-2.662226, -7.064124, -0.487432], [-3.714576, -7.538824, -2.177412], [-2.051236, -8.076734, -2.086282], [-3.332806, -8.910914, -1.139222], [-1.731296, -6.895854, -0.324212], [1.918294, -6.209964, 2.656608], [1.385444, -5.549994, 1.560458], [1.205884, -6.998354, 2.899518], [2.901724, -6.658034, 2.514488], [1.888424, -5.587434, 3.550848], [2.118714, -5.270974, 1.007228], [5.217514, -1.111264, 3.937938], [5.445234, -2.188094, 3.136658], [6.126524, -0.964204, 4.521188], [4.914354, -0.201104, 3.420438], [4.462864, -1.412274, 4.664558], [6.022454, -2.786774, 3.616238]], "forces_ev_per_a": [[0.509, 0.672, 0.444], [0.109, -1.074, -1.065], [-0.244, 0.246, -0.218], [-0.583, -0.934, -0.071], [-0.060, -0.743, -0.473], [-0.007, 0.772, 0.717], [-0.401, -0.008, -0.520], [0.053, -0.149, 0.398], [0.253, 0.273, -0.021], [-0.075, 0.513, 0.553], [0.328, 0.317, 0.197], [-0.329, 0.267, -0.042], [0.459, 0.444, 0.218], [0.152, -0.080, 0.437], [-0.330, -0.018, -0.090], [0.493, 0.231, -0.311], [-0.350, -0.735, -0.127], [0.488, -0.269, -0.530], [0.590, 1.447, 1.976], [-2.158, -0.712, 0.302], [0.673, -0.174, -1.092], [0.589, -0.734, 0.107], [0.367, 0.304, 0.744], [0.211, -0.249, -0.247], [-0.047, 0.058, -0.436], [0.029, 0.086, -0.024], [0.167, -0.225, -0.435], [0.240, -0.133, -0.413], [-0.039, 0.127, 0.102], [0.142, 0.202, -0.116], [0.007, 0.019, 0.031], [-0.427, 0.388, 0.006], [-0.562, 0.551, -0.512], [-0.252, -0.672, 0.570], [0.561, 0.013, 0.453], [-0.312, -0.970, -0.352], [0.665, 1.208, 0.869], [-0.175, -0.940, 0.204], [0.205, -0.809, 0.073], [-1.035, -0.216, -0.250], [-0.167, 0.363, 0.272], [0.410, 0.231, -0.062], [-0.017, 0.218, 0.044], [0.105, 0.316, -0.382], [-0.030, -0.581, 0.461], [0.069, -0.411, -0.716], [0.262, 0.106, -0.176], [0.282, 0.457, -0.524], [-0.907, 0.557, 0.008], [-0.033, 0.378, 0.205], [0.089, 0.091, -0.046], [0.609, 0.382, 0.310], [-1.050, -0.438, -0.215], [1.943, -1.215, 0.335], [0.606, 1.910, 1.786], [-0.638, -1.094, -0.864], [-0.162, 0.094, -1.081], [-0.227, 0.695, -0.042], [-0.302, -0.280, -0.567], [-0.156, -0.232, 0.797], [0.155, 0.836, 0.240], [-0.478, -0.487, 0.037], [-0.315, -0.422, -0.537], [0.483, 0.149, -0.346], [-0.225, -0.135, 0.161], [-0.106, 0.127, -0.174], [-0.049, -0.114, 0.051], [-0.089, 0.205, 0.098], [1.075, 0.020, 0.190], [0.096, 1.806, 0.277], [-0.532, -1.116, -0.069], [-0.754, -0.168, -0.360], [0.541, 0.481, 0.553], [0.372, 1.032, -0.322], [-0.101, -0.225, -0.284], [-0.254, 0.147, 0.193], [-0.053, 0.056, 0.087], [-0.519, 0.088, 0.257], [0.412, -0.782, 0.228], [-0.075, 0.389, -0.053], [0.288, -0.551, 0.355], [0.236, -0.737, -0.448], [-0.223, 0.455, -0.426], [-0.687, -0.357, -0.065], [0.195, -0.556, -0.133], [0.875, 0.563, -0.183], [-0.635, -0.330, -0.101], [-0.227, -0.226, 0.080], [-0.354, -0.103, 0.052], [0.337, 0.097, 0.158], [0.013, -0.038, -0.009], [0.874, -0.249, -0.990], [-0.646, 1.189, 1.532], [-0.123, 0.166, 0.111], [-0.144, -0.586, -0.386], [0.115, -0.090, 0.134], [-0.049, -0.413, -0.382], [-0.771, -0.847, 1.372], [0.158, 0.612, -1.163], [0.173, -0.395, -0.013], [0.038, 0.153, -0.123], [0.486, 0.323, 0.048], [-0.090, 0.205, -0.231], [0.011, 0.550, 2.222], [0.362, -1.673, -2.168], [0.041, 0.882, 0.139], [0.120, -0.265, -0.232], [-0.464, 0.579, 0.236], [-0.081, -0.081, -0.212]], "e_above_lowest_kj_mol": 528.9, "e_lumo_ha": 0.0089, "charge": 0}